# 1
This record from the Open Molecules 2025 dataset describes a structure of composition C17H34O10SeTi at a distorted geometry. The level of theory is ωB97M-V/def2-TZVPD.

The gap between HOMO and LUMO (spin up / spin down) is 5.611 / 5.646 eV. The value obtained for the highest occupied orbital energy (spin up / spin down) is -3.66 / -3.69 eV. The value obtained for the energy above the lowest of the compared OMol25 structures with the same formula, charge and spin is 0.0 kcal/mol.

Structure (ORCA input):
```
! RIJCOSX wB97M-V def2-TZVPD def2/J DEFGRID3
* xyz -1 2
Ti 0.150 -0.288 0.368
C -0.788 -3.268 -0.436
C -2.179 -2.665 -0.443
O -2.074 -1.261 -0.406
C -2.732 -0.555 -1.482
C -2.108 -0.868 -2.824
O -0.691 -0.926 -2.707
C 0.012 0.110 -3.378
C 1.281 0.340 -2.596
O 1.011 0.789 -1.271
C 0.603 2.189 -1.231
C 0.079 2.573 0.134
O -0.826 1.521 0.546
C -1.492 1.694 1.791
C -2.051 0.341 2.224
O -0.992 -0.635 2.123
C -1.170 -1.982 2.523
C -0.079 -2.836 1.856
O 0.088 -2.588 0.460
H -0.322 -3.139 -1.414
H -0.822 -4.335 -0.181
H -2.762 -3.000 0.423
H -2.711 -3.001 -1.337
H -2.658 0.505 -1.232
H -3.796 -0.817 -1.475
H -2.424 -0.064 -3.493
H -2.440 -1.830 -3.235
H -0.608 1.010 -3.425
H 0.277 -0.207 -4.398
H 1.930 1.071 -3.092
H 1.833 -0.595 -2.474
H -0.208 2.331 -1.953
H 1.478 2.797 -1.481
H -0.514 3.488 -0.014
H 0.866 2.655 0.888
H -2.320 2.390 1.622
H -0.760 2.062 2.520
H -2.868 0.039 1.565
H -2.385 0.395 3.264
H -2.180 -2.309 2.261
H -1.047 -2.053 3.611
H -0.307 -3.899 2.002
H 0.887 -2.578 2.287
C 3.943 -0.840 2.391
C 3.224 0.075 1.386
C 3.624 1.527 1.689
C 3.741 -0.277 -0.013
C 1.720 -0.110 1.504
H 5.031 -0.714 2.355
H 3.715 -1.887 2.176
H 3.607 -0.627 3.409
H 4.711 1.669 1.666
H 3.263 1.830 2.675
H 3.179 2.202 0.955
H 4.836 -0.270 -0.045
H 3.380 0.437 -0.753
H 3.395 -1.271 -0.310
H 1.444 -0.114 2.574
O -2.035 4.353 -1.026
Se -3.021 3.186 -1.637
O -3.525 2.211 -0.394
O -2.119 2.218 -2.653
O -4.297 3.803 -2.437
*
```

# 2
This record from the Open Molecules 2025 dataset describes a structure of composition C17H34OP2W at a distorted geometry. The level of theory is ωB97M-V/def2-TZVPD.

The gap between HOMO and LUMO (spin up / spin down) is 5.455 / 4.544 eV. The value obtained for the highest occupied orbital energy (spin up / spin down) is -12.51 / -12.30 eV. The value obtained for the energy above the lowest of the compared OMol25 structures with the same formula, charge and spin is 108.3 kcal/mol.

Structure (ORCA input):
```
! RIJCOSX wB97M-V def2-TZVPD def2/J DEFGRID3
* xyz 2 3
P -0.380 -1.912 -1.382
P 0.073 1.916 -1.565
C -0.558 -0.689 -2.749
C 0.333 0.578 -2.775
H -1.607 -0.401 -2.903
H -0.310 -1.255 -3.669
H 1.409 0.331 -2.760
H 0.186 1.107 -3.736
C -0.616 3.254 -2.660
H -0.870 4.152 -2.063
H -1.506 2.871 -3.186
H 0.130 3.510 -3.415
C 1.802 2.629 -1.553
H 1.867 3.365 -2.373
H 2.521 1.820 -1.749
H 2.019 3.153 -0.609
C -1.463 -3.158 -2.156
H -1.462 -4.077 -1.554
H -1.163 -3.418 -3.184
H -2.495 -2.778 -2.196
C 1.320 -2.489 -1.611
H 2.012 -1.671 -1.887
H 1.360 -3.254 -2.403
H 1.681 -2.950 -0.688
W 1.117 -0.704 2.822
C -0.670 2.173 0.556
C -1.559 1.815 -0.540
C -2.441 0.515 -0.352
C -2.012 -0.526 0.678
C -1.156 -1.715 0.217
C 0.152 -1.690 1.143
C 0.837 -0.240 0.708
C 0.536 1.200 1.212
C 2.364 -2.244 3.297
H -1.106 2.880 1.250
H -2.213 2.612 -0.902
H -2.523 0.044 -1.321
H -3.444 0.762 0.012
H -1.644 -0.028 1.592
H -2.834 -1.040 1.174
H -1.703 -2.654 0.371
H 0.784 -2.552 0.846
H 0.359 -0.106 -0.329
H 1.902 -0.366 0.414
H 0.596 1.286 2.335
H 1.458 1.736 0.887
H 3.320 -1.751 3.481
H 2.423 -3.077 2.590
H 1.825 -2.502 4.236
C 0.605 1.152 4.872
C -0.273 0.133 4.166
O -1.486 0.005 4.325
H 1.357 1.520 4.157
H 1.108 0.679 5.734
H 0.038 2.047 5.196
*
```

# 3
This record from the Open Molecules 2025 dataset describes a structure of composition C17H35BNO4P2Pt at a distorted geometry. The level of theory is ωB97M-V/def2-TZVPD.

The gap between HOMO and LUMO (spin up / spin down) is 6.723 / 5.556 eV. The value obtained for the highest occupied orbital energy (spin up / spin down) is -9.30 / -11.15 eV.

Structure (ORCA input):
```
! RIJCOSX wB97M-V def2-TZVPD def2/J DEFGRID3
* xyz 1 3
Pt -0.442 0.052 -0.196
P 0.008 2.073 -1.211
C -1.259 2.103 -2.479
C -1.758 0.825 -2.926
N -1.611 -0.240 -2.079
C -2.263 -1.396 -2.263
C -2.911 -1.656 -3.478
C -2.981 -0.641 -4.435
C -2.428 0.600 -4.154
C -2.251 -2.400 -1.132
P -1.899 -1.568 0.463
H -2.497 1.436 -4.841
H -3.354 -2.638 -3.631
H -3.492 -0.821 -5.384
H -3.206 -2.932 -1.064
H -1.444 -3.131 -1.269
H -2.789 2.849 -1.817
H -1.197 2.878 -3.245
H -3.240 2.612 0.166
O -3.585 3.034 -1.209
H -4.036 3.853 -1.475
H -1.392 0.982 0.890
O -2.992 2.027 0.986
H -3.417 2.376 1.797
C -3.510 -0.941 0.971
H -4.249 -1.750 0.958
H -3.379 -0.542 1.980
H -3.798 -0.100 0.332
C -1.396 -2.781 1.681
H -1.428 -2.266 2.651
H -2.099 -3.627 1.685
H -0.369 -3.121 1.498
C 1.689 2.184 -1.847
H 1.785 3.071 -2.484
H 2.400 2.250 -1.014
H 1.946 1.292 -2.428
C -0.217 3.502 -0.145
H 0.642 3.538 0.535
H -0.248 4.404 -0.767
H -1.146 3.382 0.425
C 4.421 0.608 1.634
C 3.518 -0.513 1.153
C 4.374 -1.503 0.372
O 2.557 0.034 0.254
B 1.323 -0.529 0.558
O 1.432 -1.542 1.515
C 2.622 -1.216 2.251
C 3.158 -2.505 2.836
C 2.256 -0.298 3.418
H 5.152 0.190 2.340
H 3.864 1.402 2.146
H 4.972 1.049 0.789
H 4.811 -1.006 -0.504
H 5.203 -1.871 0.987
H 3.787 -2.370 0.047
H 4.041 -2.301 3.455
H 2.391 -2.964 3.475
H 3.422 -3.230 2.057
H 1.909 0.695 3.093
H 1.463 -0.761 4.030
H 3.145 -0.142 4.046
*
```

# 4
This record from the Open Molecules 2025 dataset describes a structure of composition C17H35F6O21S2V3 at a distorted geometry. The level of theory is ωB97M-V/def2-TZVPD.

The gap between HOMO and LUMO is 6.969 eV. The value obtained for the highest occupied orbital energy is -8.91 eV. The value obtained for the energy above the lowest of the compared OMol25 structures with the same formula, charge and spin is 89.9 kcal/mol.

Structure (ORCA input):
```
! RIJCOSX wB97M-V def2-TZVPD def2/J DEFGRID3
* xyz 0 1
O 3.369 4.091 0.148
V 4.009 2.899 -0.732
O 3.943 3.173 -2.281
O 1.955 -3.047 0.003
V 3.153 -2.307 -0.728
O 3.427 -2.977 -2.064
O 0.334 -1.430 -4.032
V 0.415 0.012 -4.606
O -1.091 0.455 -4.786
C -0.510 0.636 -0.255
F -0.476 -0.593 0.250
F -1.656 0.768 -0.986
F -0.417 1.548 0.697
S 1.176 0.751 -1.323
O 1.940 -0.543 -1.111
O 0.675 0.841 -2.683
O 2.065 1.891 -1.010
S 5.181 -0.326 -0.185
O 4.745 1.049 -0.334
O 6.562 -0.416 0.368
O 4.241 -1.100 0.641
O 5.048 -1.053 -1.396
C 1.692 3.236 -4.628
O 1.135 2.134 -5.339
C 1.406 2.156 -6.720
C 0.655 1.084 -7.500
O 0.549 -0.184 -6.845
C 0.118 -1.286 -7.639
H 1.438 3.212 -3.568
H 1.245 4.162 -4.990
H 2.777 3.335 -4.657
H 2.470 2.120 -6.955
H 1.032 3.051 -7.217
H 1.028 0.896 -8.506
H -0.352 1.502 -7.510
H -0.820 -1.170 -8.182
H 0.060 -2.112 -6.930
H 0.894 -1.533 -8.363
C 0.910 -2.512 3.028
O 2.201 -1.925 2.919
C 2.380 -0.879 3.908
C 2.584 -1.510 5.270
O 3.868 -2.141 5.248
C 4.404 -2.473 6.511
H 1.029 -3.592 2.935
H 0.352 -2.209 2.142
H 0.359 -2.282 3.940
H 1.495 -0.246 3.963
H 3.317 -0.395 3.632
H 1.703 -2.061 5.600
H 2.634 -0.664 5.956
H 4.225 -1.594 7.129
H 5.457 -2.732 6.399
H 3.886 -3.300 6.997
C -2.839 0.692 4.758
O -3.372 0.429 3.421
C -3.250 1.520 2.535
C -4.302 2.640 2.790
O -3.606 3.623 3.581
C -4.434 4.712 3.762
H -2.804 1.759 4.976
H -1.920 0.106 4.780
H -3.473 0.207 5.501
H -3.499 1.191 1.526
H -2.239 1.913 2.428
H -5.019 2.176 3.467
H -4.828 3.036 1.921
H -3.817 5.329 4.415
H -5.480 4.543 4.018
H -4.517 5.226 2.804
C -1.977 -3.676 1.511
C -2.981 -2.582 1.180
O -3.150 -2.510 -0.141
C -4.126 -1.604 -0.644
O -4.971 -0.958 -0.067
C -3.926 -1.452 -2.133
F -2.762 -2.054 -2.583
F -5.008 -2.069 -2.677
F -3.936 -0.160 -2.511
H -1.109 -3.418 0.905
H -2.397 -4.619 1.159
H -1.733 -3.766 2.569
H -2.809 -1.618 1.658
H -3.935 -3.024 1.467
*
```

# 5
This record from the Open Molecules 2025 dataset describes a structure of composition C17H35MoN2O2PSi at a distorted geometry. The level of theory is ωB97M-V/def2-TZVPD.

The gap between HOMO and LUMO (spin up / spin down) is 6.042 / 6.446 eV. The value obtained for the highest occupied orbital energy (spin up / spin down) is -6.39 / -7.12 eV.

Structure (ORCA input):
```
! RIJCOSX wB97M-V def2-TZVPD def2/J DEFGRID3
* xyz 0 3
Mo 0.565 -0.018 -0.263
Si 1.771 -0.659 -2.192
P 1.536 -1.864 0.739
N 1.506 1.380 0.229
H -3.415 -3.076 0.513
C 0.624 -2.182 2.273
H 1.009 -3.099 2.741
H -0.443 -2.307 2.041
H 0.751 -1.338 2.963
C 1.523 -3.483 -0.114
H 1.925 -4.249 0.565
H 2.135 -3.447 -1.024
H 0.487 -3.726 -0.383
C 3.272 -1.659 1.252
H 3.639 -2.580 1.724
H 3.355 -0.833 1.967
H 3.900 -1.427 0.385
C 0.780 -1.529 -3.558
H -0.102 -0.922 -3.802
H 0.456 -2.527 -3.240
H 1.414 -1.621 -4.451
H 2.227 0.617 -2.850
H 3.019 -1.477 -2.115
C 2.300 2.374 0.694
C 2.838 3.944 2.460
C 2.001 2.969 1.945
C 3.477 2.752 -0.012
C 4.301 3.730 0.528
C 3.989 4.325 1.758
H 2.599 4.403 3.421
H 1.140 2.585 2.497
H 3.703 2.249 -0.960
H 5.196 4.045 -0.013
H 4.656 5.090 2.163
C -2.959 -2.455 -0.212
O -1.623 -2.129 -0.025
C -3.689 -1.117 -0.066
H -4.775 -1.185 -0.209
H -3.291 -0.407 -0.796
H -3.486 -0.711 0.931
C -3.179 -3.242 -1.528
H -3.840 -4.099 -1.356
H -2.225 -3.618 -1.921
H -3.655 -2.613 -2.292
C -3.339 4.054 -0.229
N -2.586 3.146 -1.076
C -2.712 3.348 -2.508
C -1.753 2.187 -0.593
C -1.633 1.914 0.878
O -1.080 1.513 -1.433
H -3.880 4.751 -0.879
H -2.679 4.636 0.434
H -4.072 3.519 0.393
H -2.073 2.652 -3.052
H -3.757 3.202 -2.811
H -2.435 4.379 -2.762
H -1.690 0.828 1.077
H -0.688 2.323 1.267
H -2.454 2.409 1.417
*
```

# 6
This record from the Open Molecules 2025 dataset describes a cluster of 3 separate species, C17H36BFNO2 in total. The level of theory is ωB97M-V/def2-TZVPD.

The gap between HOMO and LUMO is 7.563 eV. The value obtained for the highest occupied orbital energy is -4.62 eV.

Structure (ORCA input):
```
! RIJCOSX wB97M-V def2-TZVPD def2/J DEFGRID3
* xyz -1 1
F 0.425 -2.032 5.245
C 0.736 -2.541 3.965
C 1.270 -1.479 3.025
C 0.958 -1.836 1.565
B 1.475 -0.742 0.448
C 1.093 0.812 0.835
C -0.450 1.049 0.876
C -0.939 1.824 2.114
C -2.042 1.164 2.975
N -2.870 0.192 2.289
C -2.770 -1.154 2.482
C -3.684 -1.775 1.659
C -4.346 -0.758 0.934
C -3.816 0.448 1.345
H -0.184 -2.969 3.567
H 1.448 -3.354 4.102
H 0.802 -0.528 3.276
H 2.353 -1.428 3.136
H -0.126 -1.992 1.492
H 1.412 -2.809 1.338
H 0.972 -1.052 -0.637
H 2.713 -0.818 0.328
H 1.538 1.128 1.783
H 1.510 1.428 0.035
H -0.698 1.647 0.000
H -0.927 0.079 0.756
H -0.087 1.998 2.769
H -1.283 2.813 1.811
H -2.709 1.949 3.336
H -1.609 0.707 3.858
H -2.064 -1.560 3.181
H -3.840 -2.835 1.574
H -5.117 -0.853 0.190
H -4.026 1.454 1.033
C 5.325 0.835 -3.236
C 4.733 -0.105 -2.192
C 5.761 -1.107 -1.689
O 3.598 -0.778 -2.707
H 5.666 0.268 -4.108
H 4.571 1.546 -3.576
H 6.174 1.392 -2.835
H 4.356 0.474 -1.348
H 6.115 -1.735 -2.514
H 5.308 -1.758 -0.942
H 6.623 -0.606 -1.244
H 3.867 -1.316 -3.459
C -3.874 1.864 -4.025
C -2.726 1.799 -3.026
C -2.414 0.366 -2.626
O -3.031 2.590 -1.877
H -4.784 1.449 -3.582
H -4.084 2.899 -4.303
H -3.645 1.299 -4.930
H -1.840 2.257 -3.466
H -3.283 -0.090 -2.142
H -1.591 0.328 -1.913
H -2.148 -0.237 -3.496
H -3.795 2.190 -1.449
*
```

# 7
This record from the Open Molecules 2025 dataset describes a cluster of 3 separate species, C17H36BNO14P2 in total at a distorted geometry. The level of theory is ωB97M-V/def2-TZVPD.

The gap between HOMO and LUMO is 6.418 eV. The value obtained for the highest occupied orbital energy is -9.62 eV. The SMILES is C#CCOC(=O)N(CCCC(=O)OCC)B(O)OC.COP(=O)(OC)OC.COP(=O)(OC)OC.

Structure (ORCA input):
```
! RIJCOSX wB97M-V def2-TZVPD def2/J DEFGRID3
* xyz 0 1
C 5.616 -1.955 0.753
C 4.437 -1.624 0.706
C 3.005 -1.075 0.322
O 2.108 -2.196 0.198
C 1.189 -2.262 1.258
O 1.599 -2.298 2.408
N -0.272 -2.240 1.051
C -0.683 -0.851 1.461
C -2.103 -0.392 0.937
C -2.486 0.945 1.764
C -1.517 2.154 1.361
O -0.818 2.587 2.272
O -1.511 2.706 0.070
C -0.171 2.942 -0.421
C 0.428 1.605 -1.067
B -0.511 -2.520 -0.405
O -0.216 -1.592 -1.460
O -1.105 -3.750 -0.805
C -2.309 -4.046 -0.056
H 6.709 -2.002 1.005
H 3.070 -0.447 -0.626
H 2.719 -0.347 1.146
H -0.754 -0.869 2.602
H 0.143 -0.102 1.235
H -2.111 -0.063 -0.153
H -2.936 -1.125 1.176
H -2.413 0.738 2.870
H -3.573 1.226 1.561
H 0.524 3.419 0.333
H -0.245 3.688 -1.281
H -0.475 0.995 -1.398
H 1.083 1.057 -0.333
H 1.037 1.798 -2.000
H -1.078 -1.407 -1.896
H -2.121 -4.968 0.587
H -3.127 -4.303 -0.798
H -2.639 -3.229 0.647
C -5.945 4.351 3.405
O -5.854 2.964 3.695
P -7.024 1.896 3.045
O -6.587 2.243 1.628
O -8.233 2.902 3.543
C -8.538 2.966 4.932
O -8.169 0.777 2.446
C -9.285 1.269 1.722
H -4.946 4.712 3.156
H -6.621 4.568 2.580
H -6.288 4.876 4.301
H -8.581 4.016 5.225
H -7.784 2.461 5.539
H -9.513 2.512 5.107
H -9.000 2.073 1.040
H -10.054 1.619 2.411
H -9.698 0.442 1.143
C 10.267 -1.718 -3.739
O 9.452 -0.590 -3.460
P 7.765 -0.808 -3.260
O 7.976 -1.714 -2.055
O 7.731 -1.699 -4.651
C 7.884 -1.026 -5.895
O 6.067 -0.943 -3.119
C 5.460 -2.198 -3.380
H 11.159 -1.657 -3.114
H 9.761 -2.664 -3.551
H 10.577 -1.677 -4.787
H 8.640 -1.554 -6.479
H 8.201 0.011 -5.762
H 6.939 -1.054 -6.438
H 6.042 -3.022 -2.960
H 5.336 -2.339 -4.455
H 4.470 -2.192 -2.922
*
```

Asked for energy across the records above, the calculation gives -4671.2912; -1492.1531; -1851.2124; -6476.2333; -1627.6616; -999.2881; -2484.7411 Eh in order.
Asked for molar mass across the records above, the calculation gives 525.28; 500.25; 585.31; 906.40; 454.48; 316.29; 551.23 g mol⁻¹ in order.